The following is a DFT calculation (ωB97M-V with the def2-TZVPD basis set) of an isolated molecule of C3H6O2.

```
! RIJCOSX wB97M-V def2-TZVPD def2/J DEFGRID3
* xyz 0 1
O 0.50 -1.58 0.00
C 0.42 -0.15 -0.08
H -1.72 -0.03 0.51
C -0.79 0.52 0.32
H -1.67 0.42 -1.75
H 2.47 -0.82 0.34
C 1.45 -0.79 0.71
H 1.37 -0.87 1.80
H -0.73 1.49 0.80
H -0.10 0.71 -1.37
O -1.13 1.11 -1.32
*
```

Computed properties:
ΔE to the lowest compared entry with this formula, charge and spin: 539.2 kJ/mol
E_HOMO: -7.88 eV